Record 1
This record from OMol25 describes an isolated molecule of C5H12Cl2Si in a non-equilibrium geometry. The level of theory is ωB97M-V with the def2-TZVPD basis set.

CARTESIAN COORDINATES (ANGSTROEM)
C: 0.244 0.312 1.625
C: -0.496 -0.132 0.357
C: -1.957 0.316 0.470
C: -0.446 -1.661 0.270
Si: 0.326 0.645 -1.203
C: 2.189 0.329 -1.402
Cl: -0.655 0.123 -2.891
Cl: 0.070 2.860 -0.990
H: 0.271 1.399 1.693
H: -0.266 -0.075 2.508
H: 1.268 -0.062 1.635
H: -2.425 -0.151 1.334
H: -2.525 0.039 -0.415
H: -2.016 1.393 0.596
H: 0.578 -2.016 0.186
H: -0.882 -2.093 1.168
H: -1.000 -2.026 -0.594
H: 2.682 1.196 -1.833
H: 2.668 0.119 -0.451
H: 2.372 -0.516 -2.063

The value obtained for the largest force on an atom is 2.2 eV/A. The value obtained for the total energy is -1407.71471 a.u. The multiplicity is 1. The LUMO energy is 0.6 eV. Its total charge is 0. The value obtained for the molar mass is 171.14 g mol⁻¹. The value obtained for the energy above the lowest of the compared OMol25 structures with the same formula, charge and spin is 4.65 kJ/mol.


Record 2
This record from OMol25 describes a 2-piece molecular cluster, C2H3ClO2S overall in a non-equilibrium geometry. The level of theory is ωB97M-V with the def2-TZVPD basis set.

CARTESIAN COORDINATES (ANGSTROEM)
C: 1.400 -0.130 0.039
C: 0.539 0.754 -0.485
O: -1.341 -1.744 -0.230
O: -2.373 -0.201 1.250
S: -1.916 -0.460 -0.055
Cl: -0.317 1.986 0.410
H: 1.939 -0.782 -0.523
H: 1.852 -0.246 1.062
H: 0.218 0.822 -1.467

The value obtained for the largest force on an atom is 3.1 eV/A. The value obtained for the total energy is -1086.80208 a.u. The multiplicity is 1. The LUMO energy is -0.8 eV. Its total charge is 0. The value obtained for the molar mass is 126.56 g mol⁻¹. The value obtained for the energy above the lowest of the compared OMol25 structures with the same formula, charge and spin is 127.70 kJ/mol.


Record 3
This record from OMol25 describes an isolated molecule of C6H14O. The level of theory is ωB97M-V with the def2-TZVPD basis set.

CARTESIAN COORDINATES (ANGSTROEM)
C: 2.176 -1.477 -0.190
O: 1.356 -0.691 -1.035
C: 0.792 0.558 -0.661
C: -0.578 0.413 0.030
C: -1.129 1.795 0.390
C: -1.526 -0.300 -0.943
C: -0.380 -0.421 1.297
H: 1.718 -1.876 0.725
H: 3.096 -0.964 0.118
H: 2.415 -2.355 -0.792
H: 0.636 1.094 -1.609
H: 1.474 1.173 -0.051
H: -0.478 2.310 1.108
H: -2.120 1.702 0.852
H: -1.232 2.435 -0.495
H: -1.038 -1.180 -1.375
H: -1.810 0.366 -1.767
H: -2.444 -0.624 -0.441
H: 0.340 -1.197 1.093
H: -1.284 -0.939 1.620
H: 0.015 0.176 2.126

The value obtained for the largest force on an atom is 0.4 eV/A. The value obtained for the total energy is -312.21612 a.u. The multiplicity is 1. The LUMO energy is 0.9 eV. Its total charge is 0. The value obtained for the molar mass is 102.18 g mol⁻¹. The value obtained for the energy above the lowest of the compared OMol25 structures with the same formula, charge and spin is 102.17 kJ/mol.


Record 4
This record from OMol25 describes a 14-piece molecular cluster, CH29NO13 overall in a non-equilibrium geometry. The level of theory is ωB97M-V with the def2-TZVPD basis set.

CARTESIAN COORDINATES (ANGSTROEM)
C: -2.715 1.726 -2.246
N: -3.053 1.673 -1.018
H: -2.560 0.711 -2.631
H: -2.526 2.677 -2.740
H: -3.284 2.502 -0.463
H: 0.319 2.799 -1.883
H: 1.997 2.442 -2.191
O: 1.141 2.784 -2.423
H: 4.095 -0.281 0.702
H: 3.985 1.185 1.090
O: 4.416 0.364 1.346
H: -0.633 -2.787 2.447
H: -0.518 -1.287 2.919
O: -0.837 -1.870 2.224
H: 0.124 -0.697 -3.815
H: -1.253 -1.144 -3.231
O: -0.318 -1.360 -3.276
H: -2.727 -1.667 2.184
H: -3.323 -0.391 1.914
O: -3.608 -1.321 1.928
H: 2.726 -1.277 2.694
H: 1.714 -1.740 1.631
O: 2.079 -1.964 2.497
H: 2.596 -2.474 -2.478
H: 3.267 -0.958 -2.403
O: 2.660 -1.572 -2.803
H: 0.351 2.246 0.380
H: -0.435 1.285 -0.410
O: -0.338 2.268 -0.323
H: 1.577 -1.870 -0.717
H: 0.977 -0.463 -0.431
O: 1.794 -0.971 -0.379
H: -1.373 -0.686 0.865
H: -1.912 0.214 -0.510
O: -1.231 -0.292 -0.008
H: -1.346 1.547 1.969
H: -1.768 1.823 3.501
O: -1.526 1.161 2.845
H: 0.545 1.007 2.420
H: 0.684 2.450 2.752
O: 0.830 1.839 2.016
H: -0.313 -2.116 -0.719
H: -0.160 -2.543 -2.053
O: -0.122 -2.972 -1.171

The value obtained for the largest force on an atom is 2.7 eV/A. The value obtained for the total energy is -1088.29801 a.u. The multiplicity is 1. The LUMO energy is -0.3 eV. Its total charge is 0. The value obtained for the molar mass is 263.24 g mol⁻¹. The value obtained for the energy above the lowest of the compared OMol25 structures with the same formula, charge and spin is 239.17 kJ/mol.


Record 5
This record from OMol25 describes a 2-piece molecular cluster, C2H5N2O3 overall in a non-equilibrium geometry. The level of theory is ωB97M-V with the def2-TZVPD basis set.

CARTESIAN COORDINATES (ANGSTROEM)
C: -2.795 0.250 -0.024
C: 0.555 -1.220 0.299
N: -0.504 -0.643 -0.043
N: 2.904 0.558 -0.277
O: -3.751 0.454 0.692
O: -1.706 -0.544 0.679
O: -2.465 0.550 -1.176
H: 0.550 -1.577 1.316
H: -0.699 0.001 -0.905
H: 2.673 1.508 -0.785
H: 2.068 -0.145 -0.366
H: 3.170 0.808 0.590

The value obtained for the largest force on an atom is 6.3 eV/A. The value obtained for the total energy is -414.40132 a.u. The multiplicity is 1. The LUMO energy is 4.1 eV. Its total charge is -1. The value obtained for the molar mass is 105.07 g mol⁻¹. The value obtained for the energy above the lowest of the compared OMol25 structures with the same formula, charge and spin is 460.74 kJ/mol.


Record 6
This record from OMol25 describes an isolated ion of composition C6H15IN3 and charge +1 in a non-equilibrium geometry. The level of theory is ωB97M-V with the def2-TZVPD basis set.

CARTESIAN COORDINATES (ANGSTROEM)
C: 1.426 -0.869 0.137
C: 0.567 -2.057 -0.359
C: 0.791 -0.173 1.339
C: -0.597 1.650 0.268
C: -2.703 1.377 -0.968
C: 1.556 2.065 1.451
N: -0.545 -1.621 -1.195
N: -1.407 0.890 -0.515
N: 0.498 1.206 0.910
I: -0.976 3.793 0.085
H: 2.408 -1.350 0.535
H: 1.510 -0.275 -0.672
H: 1.104 -2.683 -0.940
H: 0.309 -2.675 0.620
H: -0.248 -0.550 1.745
H: 1.393 -0.301 2.213
H: -2.401 1.866 -1.913
H: -3.206 0.471 -1.231
H: -3.239 1.967 -0.337
H: 1.257 2.827 2.303
H: 2.224 1.470 1.931
H: 1.973 2.685 0.539
H: -0.785 -2.364 -1.836
H: -1.149 -0.235 -0.465
H: -0.286 -0.852 -1.794

The value obtained for the largest force on an atom is 6.0 eV/A. The value obtained for the total energy is -699.10626 a.u. The multiplicity is 3. The LUMO energy (spin up / spin down) is -2.7 / -7.5 eV. Its total charge is +1. The value obtained for the molar mass is 256.11 g mol⁻¹.


Record 7
This record from OMol25 describes C39H60F3KN9OPSSi2 as an isolated structure in a non-equilibrium geometry. The level of theory is ωB97M-V with the def2-TZVPD basis set.

CARTESIAN COORDINATES (ANGSTROEM)
K: 0.294 -0.012 1.231
C: -2.718 -2.119 -3.807
N: -2.038 -0.883 -4.104
C: -1.061 -0.824 -5.016
C: -0.647 0.470 -5.096
N: -1.440 1.227 -4.278
C: -2.210 0.385 -3.588
P: -3.343 1.144 -2.362
C: -1.983 2.146 -1.548
N: -1.038 1.672 -0.792
C: -0.163 2.741 -0.542
C: -0.590 3.860 -1.177
N: -1.826 3.526 -1.805
C: -2.436 4.302 -2.855
C: -3.688 -0.142 -1.137
N: -2.950 -1.245 -0.911
C: -3.664 -1.993 -0.002
C: -4.826 -1.337 0.353
N: -4.812 -0.154 -0.321
C: -5.661 0.993 -0.249
H: -2.711 -2.703 -4.723
H: -2.239 -2.646 -2.997
H: -3.726 -1.902 -3.491
H: -0.751 -1.692 -5.554
H: 0.107 0.905 -5.748
H: 0.632 2.651 0.209
H: -0.280 4.933 -1.073
H: -1.623 5.027 -3.166
H: -2.718 3.677 -3.706
H: -3.297 4.828 -2.551
H: -3.279 -2.983 0.339
H: -5.554 -1.505 1.126
H: -5.087 1.865 -0.322
H: -6.528 0.951 -0.950
H: -6.061 0.937 0.766
F: -6.178 -0.446 3.982
C: -4.902 -0.941 3.963
F: -4.569 -1.054 5.299
F: -4.968 -2.173 3.462
C: -3.956 0.009 3.294
C: -4.391 1.309 3.065
C: -3.555 2.239 2.478
C: -2.259 1.830 2.222
N: -1.814 0.633 2.612
C: -2.603 -0.369 3.024
S: -1.921 -1.912 3.246
H: -5.399 1.518 3.442
H: -3.864 3.271 2.276
H: -1.527 2.585 1.933
N: 3.489 1.147 -0.619
C: 3.214 1.642 -1.873
N: 2.213 0.981 -2.524
O: 3.837 2.582 -2.409
H: 3.222 0.174 -0.395
H: 4.329 1.496 -0.126
H: 1.982 0.069 -2.156
H: 1.840 1.296 -3.363
C: 0.048 -3.155 -1.816
C: 1.184 -3.758 -0.920
C: 1.415 -5.173 -1.424
C: 0.597 -3.817 0.522
Si: 2.732 -2.521 -1.078
C: 3.670 -2.959 -2.801
C: 4.647 -1.792 -3.166
C: 4.483 -4.257 -2.843
C: 2.676 -2.936 -3.987
C: 4.037 -3.002 0.407
C: 5.434 -2.401 0.203
C: 3.550 -2.328 1.734
C: 4.281 -4.511 0.622
H: -0.890 -3.778 -1.776
H: 0.380 -3.088 -2.832
H: -0.204 -2.192 -1.395
H: 0.580 -5.882 -1.302
H: 2.207 -5.644 -0.799
H: 1.666 -5.196 -2.474
H: -0.375 -4.357 0.579
H: 0.408 -2.802 0.914
H: 1.206 -4.313 1.267
H: 5.303 -1.589 -2.247
H: 4.112 -0.886 -3.453
H: 5.336 -2.064 -3.949
H: 5.331 -4.146 -2.231
H: 4.851 -4.519 -3.886
H: 3.908 -5.084 -2.466
H: 2.109 -1.986 -3.914
H: 2.013 -3.789 -4.038
H: 3.267 -2.975 -4.883
H: 5.427 -1.313 0.129
H: 5.886 -2.737 -0.768
H: 6.087 -2.655 1.060
H: 3.393 -1.288 1.592
H: 4.262 -2.430 2.542
H: 2.606 -2.789 2.038
H: 4.664 -4.939 -0.306
H: 3.346 -4.979 0.823
H: 4.962 -4.685 1.475
C: 2.131 3.768 4.843
Si: 1.191 3.734 3.151
C: 1.939 5.439 2.486
C: -0.472 4.308 3.936
C: -1.095 3.442 4.810
C: -2.316 3.757 5.417
C: -3.036 4.905 5.126
C: -2.437 5.732 4.203
C: -1.217 5.444 3.631
H: 2.161 4.747 5.316
H: 3.189 3.513 4.602
H: 1.769 3.047 5.576
H: 1.958 6.234 3.216
H: 1.372 5.870 1.602
H: 3.037 5.382 2.314
H: -0.643 2.451 5.017
H: -2.743 3.002 6.091
H: -3.979 5.106 5.619
H: -2.933 6.720 4.010
H: -0.779 6.129 2.902

The value obtained for the largest force on an atom is 3.1 eV/A. The value obtained for the total energy is -4308.24932 a.u. The multiplicity is 1. The LUMO energy is 3.8 eV. Its total charge is -2. The value obtained for the molar mass is 886.28 g mol⁻¹. The value obtained for the energy above the lowest of the compared OMol25 structures with the same formula, charge and spin is 0.00 kJ/mol.


Record 8
This record from OMol25 describes an isolated molecule of C28H34N4O3. The level of theory is ωB97M-V with the def2-TZVPD basis set.

CARTESIAN COORDINATES (ANGSTROEM)
C: -0.098 -2.193 -4.718
C: -0.532 -1.364 -3.567
C: -1.723 -1.325 -2.872
C: -1.542 -0.354 -1.876
C: -2.553 0.075 -0.869
N: -1.995 0.305 0.443
C: -2.338 1.385 1.177
O: -3.097 2.238 0.769
C: -1.733 1.403 2.585
C: -2.200 2.659 3.320
C: -0.221 1.197 2.597
C: 0.746 2.272 3.015
C: 0.746 1.786 1.595
C: 0.259 2.708 0.500
C: 1.883 0.855 1.171
N: 1.370 -0.169 0.282
C: 1.152 -1.425 0.697
O: 1.434 -1.884 1.780
O: 0.580 -2.146 -0.310
C: 0.090 -3.443 0.030
C: -1.378 -3.355 0.355
C: -1.783 -2.806 1.567
C: -3.128 -2.645 1.847
C: -4.081 -3.035 0.922
C: -3.684 -3.591 -0.283
C: -2.338 -3.746 -0.567
C: 3.057 1.580 0.549
C: 3.486 2.800 1.059
C: 4.571 3.454 0.502
C: 5.247 2.897 -0.570
C: 4.839 1.674 -1.071
C: 3.755 1.020 -0.512
N: -0.325 0.167 -1.967
N: 0.274 -0.449 -2.989
C: 1.624 -0.128 -3.345
H: 0.149 -1.567 -5.576
H: 0.786 -2.776 -4.460
H: -0.896 -2.872 -5.003
H: -2.602 -1.908 -3.051
H: -3.015 1.024 -1.167
H: -3.338 -0.691 -0.819
H: -1.382 -0.399 0.821
H: -2.174 0.539 3.100
H: -3.285 2.665 3.369
H: -1.894 3.557 2.791
H: -1.799 2.679 4.331
H: 0.056 0.202 2.932
H: 1.561 1.990 3.668
H: 0.367 3.263 3.203
H: -0.581 3.305 0.841
H: -0.062 2.139 -0.371
H: 1.057 3.383 0.193
H: 2.249 0.319 2.058
H: 0.879 0.127 -0.565
H: 0.265 -4.073 -0.845
H: 0.660 -3.819 0.887
H: -1.035 -2.514 2.291
H: -3.435 -2.217 2.790
H: -5.131 -2.908 1.140
H: -4.426 -3.902 -1.004
H: -2.029 -4.175 -1.509
H: 2.972 3.241 1.899
H: 4.890 4.402 0.908
H: 6.092 3.410 -1.006
H: 5.369 1.224 -1.898
H: 3.455 0.055 -0.891
H: 1.697 0.072 -4.416
H: 2.296 -0.951 -3.093
H: 1.922 0.761 -2.792

The value obtained for the largest force on an atom is 0.7 eV/A. The value obtained for the total energy is -1532.15826 a.u. The multiplicity is 1. The LUMO energy is 0.6 eV. Its total charge is 0. The value obtained for the molar mass is 474.60 g mol⁻¹. The value obtained for the energy above the lowest of the compared OMol25 structures with the same formula, charge and spin is 153.39 kJ/mol.


Record 9
This record from OMol25 describes an isolated molecule of C7H10. The level of theory is ωB97M-V with the def2-TZVPD basis set.

CARTESIAN COORDINATES (ANGSTROEM)
C: -1.416 0.755 0.282
C: -1.396 -0.763 -0.067
C: -0.136 -0.548 -0.963
C: -0.149 0.948 -0.572
C: 1.211 0.770 0.119
C: 1.289 -0.381 1.086
C: 1.291 -0.661 -0.378
H: -2.296 1.283 -0.099
H: -1.285 1.010 1.338
H: -1.306 -1.453 0.779
H: -2.265 -1.071 -0.656
H: -0.235 -0.880 -1.999
H: -0.137 1.710 -1.355
H: 2.003 1.511 0.112
H: 2.245 -0.483 1.594
H: 0.441 -0.684 1.697
H: 2.140 -1.062 -0.917

The value obtained for the largest force on an atom is 0.4 eV/A. The value obtained for the total energy is -272.62240 a.u. The multiplicity is 1. The LUMO energy is 1.2 eV. Its total charge is 0. The value obtained for the molar mass is 94.16 g mol⁻¹. The value obtained for the energy above the lowest of the compared OMol25 structures with the same formula, charge and spin is 250.98 kJ/mol.


Record 10
This record from OMol25 describes an isolated ion of composition C10H15N2OS and charge +1 in a non-equilibrium geometry. The level of theory is ωB97M-V with the def2-TZVPD basis set.

CARTESIAN COORDINATES (ANGSTROEM)
C: 2.356 1.624 0.871
N: 1.222 0.943 0.210
C: 0.033 0.984 1.018
N: -1.169 0.393 0.320
C: -1.328 -0.918 0.071
C: -2.568 -1.145 -0.659
C: -3.178 0.217 -0.807
C: -2.224 1.261 -0.199
O: -0.573 -1.855 0.428
C: 0.708 -1.839 1.061
C: 1.867 -1.633 0.472
C: 2.253 -1.442 -0.945
C: 2.003 -0.448 -1.810
S: 1.206 0.961 -1.462
H: 3.158 1.701 0.254
H: 2.264 2.689 1.212
H: 2.709 1.118 1.831
H: 0.219 0.227 1.878
H: -0.297 1.920 1.451
H: -2.223 -1.451 -1.688
H: -3.294 -1.892 -0.141
H: -3.383 0.395 -1.805
H: -4.155 0.344 -0.310
H: -1.654 1.908 -0.889
H: -2.587 2.064 0.436
H: 0.605 -1.966 2.088
H: 2.708 -1.514 1.274
H: 2.883 -2.284 -1.320
H: 2.441 -0.362 -2.843

The value obtained for the largest force on an atom is 3.9 eV/A. The value obtained for the total energy is -972.62084 a.u. The multiplicity is 1. The LUMO energy is -2.9 eV. Its total charge is +1. The value obtained for the molar mass is 211.31 g mol⁻¹. The value obtained for the energy above the lowest of the compared OMol25 structures with the same formula, charge and spin is 286.36 kJ/mol.


> Which of these has the highest molar mass?

C39H60F3KN9OPSSi2


> What is the total charge in the first record?

0